Formula: C24H25CoN4OS2
Source: the OMol25 dataset
Level of theory: ωB97M-V with the def2-TZVPD basis set

Each line ends with the Löwdin spin population.
Cartesian coordinates (Å):
Co: 0.0798 0.0588 0.0397  2.702
C: -0.6180 2.3504 2.1167  0.007
N: -0.9835 1.3480 1.1345  0.043
C: -2.2509 1.2073 0.8580  0.011
C: -2.6455 0.2463 -0.0808  0.002
C: -3.9061 -0.1584 -0.5689  0.021
C: -3.6677 -1.1876 -1.4596  0.005
C: -2.2837 -1.3799 -1.4907  0.026
N: -1.6672 -0.5202 -0.6687  0.052
C: -0.8329 3.7592 1.6094  0.000
C: -0.3306 4.1402 0.3719  0.000
C: -0.5250 5.4286 -0.0958  0.000
C: -1.2215 6.3478 0.6714  0.000
C: -1.7224 5.9754 1.9064  0.000
C: -1.5318 4.6843 2.3722  0.000
H: 0.4355 2.2116 2.3777  0.001
H: -1.2091 2.1977 3.0270  0.001
H: -2.9971 1.8142 1.3648  0.001
H: -4.8550 0.2559 -0.2907  0.001
H: -4.3928 -1.7390 -2.0273  0.000
H: -1.7331 -2.0991 -2.0687  0.002
H: 0.2053 3.4179 -0.2304  0.000
H: -0.1331 5.7183 -1.0598  0.000
H: -1.3699 7.3553 0.3077  0.000
H: -2.2658 6.6884 2.5080  0.000
H: -1.9273 4.4008 3.3357  0.000
S: 3.3178 -4.6200 3.3264  0.000
C: 2.4079 -3.3815 2.4217  0.002
C: 2.8557 -2.9387 1.1828  0.001
C: 2.1587 -1.9281 0.5488  0.009
N: 1.0685 -1.3530 1.0692  0.040
C: 0.6301 -1.8006 2.2515  0.008
C: 1.2630 -2.8059 2.9582  0.001
C: 2.4521 -6.0428 2.6211  0.000
C: 1.3220 -6.5384 3.2438  0.000
C: 0.7326 -7.6697 2.6943  0.000
N: 1.1982 -8.2728 1.6185  0.000
C: 2.2688 -7.7836 1.0261  0.000
C: 2.9426 -6.6587 1.4845  0.000
H: 3.7380 -3.3656 0.7307  0.000
H: 2.4918 -1.5533 -0.4104  0.001
H: -0.2568 -1.3252 2.6497  0.001
H: 0.8787 -3.1245 3.9149  0.000
H: 0.9193 -6.0756 4.1314  0.000
H: -0.1452 -8.1111 3.1447  0.000
H: 2.6117 -8.3159 0.1498  0.000
H: 3.8231 -6.2924 0.9798  0.000
C: 1.9237 0.9943 -3.8789  0.002
S: 1.4610 1.9285 -2.3801  0.008
C: 3.1153 2.5689 -1.9372  0.002
O: 1.2606 0.8359 -1.3570  0.047
H: 2.2573 1.6852 -4.6441  0.000
H: 1.0321 0.4789 -4.2225  0.000
H: 2.6954 0.2667 -3.6532  0.000
H: 3.4519 3.2629 -2.6979  0.000
H: 3.8185 1.7518 -1.8200  0.000
H: 3.0125 3.0928 -0.9917  0.000

Cartesian forces (eV/Å) of the 3 atoms listed first:
-0.4180 0.1799 -0.3198
0.0364 0.3037 0.2498
-0.2029 -0.1201 0.0191

Results
Net charge = +1
2S+1 = 4
LUMO level (spin up / spin down) = -0.10600 / -0.11121 Eh
E_HOMO (spin up / spin down) = -0.3793 / -0.3788 Ha


Formula: C44H38F3O5S3V
Source: the OMol25 dataset
Level of theory: ωB97M-V with the def2-TZVPD basis set

Each line ends with the Löwdin spin population.
Cartesian coordinates (Å):
V: -1.2733 1.2443 1.2796  0.970
C: -0.2895 4.3911 1.7931  -0.001
C: -0.7335 3.6703 0.5427  -0.006
C: 0.1114 3.6386 -0.5693  0.007
C: -0.3813 3.3859 -1.8393  -0.008
C: 0.5448 3.3598 -3.0234  -0.002
C: -1.7530 3.1610 -2.0031  0.006
C: -2.6129 3.0915 -0.9274  -0.006
C: -4.0918 2.8728 -1.1064  -0.002
C: -2.0832 3.3046 0.3626  0.007
H: -0.6877 3.9806 2.7169  0.000
H: -0.6445 5.4216 1.7160  0.000
H: 0.7958 4.4171 1.8605  0.000
H: 1.1603 3.8822 -0.4374  0.001
H: 1.0269 2.3815 -3.1083  -0.001
H: 1.3371 4.1016 -2.9236  0.000
H: 0.0093 3.5488 -3.9537  0.000
H: -2.1502 3.0376 -3.0059  0.001
H: -4.4474 2.0248 -0.5177  -0.001
H: -4.3422 2.6912 -2.1508  0.000
H: -4.6543 3.7470 -0.7739  -0.001
H: -2.7806 3.4692 1.1808  0.000
C: 0.0785 -2.4103 -6.6475  0.000
C: -0.1066 -1.7776 -5.2943  0.000
C: -0.9910 -0.7181 -5.1238  0.000
C: -1.1489 -0.1127 -3.8836  0.000
C: -0.4178 -0.5936 -2.8113  0.003
C: 0.4804 -1.6480 -2.9481  0.000
C: 0.6278 -2.2288 -4.1916  0.000
S: -0.5913 0.1895 -1.2542  0.008
O: 0.7738 0.5327 -0.7386  0.003
C: -1.3491 -1.0734 -0.2531  -0.001
C: -2.7572 -1.0999 -0.4580  -0.001
C: -3.5117 -2.0031 0.2181  -0.001
C: -2.9056 -2.8670 1.1671  0.001
C: -3.6989 -3.7545 1.9379  -0.001
C: -3.1327 -4.5282 2.9049  0.001
C: -1.7412 -4.4485 3.1552  -0.001
C: -0.9527 -3.6203 2.4152  0.001
C: -1.5105 -2.8133 1.3872  -0.001
C: -0.7044 -1.9168 0.6210  0.006
C: 0.7807 -1.9662 0.8419  0.000
C: 1.4326 -3.1835 0.4591  0.000
C: 0.7529 -4.2017 -0.2705  0.000
C: 1.3928 -5.3473 -0.6353  0.000
C: 2.7490 -5.5594 -0.2856  0.000
C: 3.4247 -4.6052 0.4103  0.000
C: 2.7869 -3.3952 0.7941  0.000
C: 3.4828 -2.4042 1.5284  0.000
C: 2.8682 -1.2413 1.8656  0.000
C: 1.5218 -1.0108 1.4924  0.000
S: 0.8701 0.5723 2.0527  -0.007
O: 0.8468 0.4999 3.5448  0.004
C: 2.2329 1.6798 1.6732  -0.004
C: 2.9939 1.6722 0.5080  -0.002
C: 4.0156 2.5950 0.3666  0.000
C: 4.2968 3.5293 1.3640  -0.001
C: 5.3988 4.5400 1.1929  0.000
C: 3.5310 3.5044 2.5234  0.000
C: 2.5054 2.5835 2.6906  -0.002
H: -0.8237 -2.3230 -7.2514  0.000
H: 0.3340 -3.4658 -6.5604  0.000
H: 0.8888 -1.9205 -7.1920  0.000
H: -1.5610 -0.3575 -5.9714  0.000
H: -1.8364 0.7145 -3.7578  0.000
H: 1.0665 -1.9947 -2.1065  0.000
H: 1.3228 -3.0518 -4.3131  0.000
H: -3.2099 -0.4107 -1.1633  0.000
H: -4.5828 -2.0516 0.0646  0.000
H: -4.7647 -3.7969 1.7492  0.000
H: -3.7459 -5.1985 3.4927  0.000
H: -1.3031 -5.0422 3.9466  0.000
H: 0.1065 -3.5601 2.6272  0.000
H: -0.2830 -4.0606 -0.5525  0.000
H: 0.8587 -6.1046 -1.1946  0.000
H: 3.2424 -6.4792 -0.5707  0.000
H: 4.4620 -4.7534 0.6847  0.000
H: 4.5102 -2.5825 1.8218  0.000
H: 3.3987 -0.4896 2.4342  0.000
H: 2.8044 0.9542 -0.2734  0.000
H: 4.6180 2.5791 -0.5342  0.000
H: 6.1636 4.1844 0.5038  0.000
H: 5.8758 4.7666 2.1455  0.000
H: 5.0036 5.4761 0.7927  0.000
H: 3.7441 4.2057 3.3220  0.000
H: 1.9389 2.5484 3.6112  0.000
F: -4.5744 -0.3252 3.4462  0.000
C: -3.9290 0.8017 3.2161  0.000
F: -4.5191 1.8115 3.8224  0.000
F: -3.9461 1.0396 1.8706  0.003
S: -2.1702 0.6647 3.6635  0.003
O: -2.0578 0.3409 5.0306  0.002
O: -1.7320 -0.2995 2.6191  0.008
O: -1.6846 1.9882 3.1453  0.014

Cartesian forces (eV/Å) of the 3 atoms listed first:
0.2732 0.0082 -1.0596
0.0913 -0.0606 -0.0283
-0.1244 0.2626 0.1149

Results
Net charge = +1
2S+1 = 2
LUMO level (spin up / spin down) = -0.11292 / -0.10924 Eh
E_HOMO (spin up / spin down) = -0.3959 / -0.3834 Ha


Formula: C5H27NO9
Source: the OMol25 dataset
Level of theory: ωB97M-V with the def2-TZVPD basis set

Each line ends with the Löwdin spin population.
Cartesian coordinates (Å):
N: -2.9435 0.2193 -1.9336  0.056
C: -2.1920 1.0910 -1.0362  0.024
C: -1.5674 -1.5757 3.0298  0.352
C: -1.0150 -0.9724 1.9187  0.078
C: -1.8087 -0.2027 1.0794  0.146
C: -1.4078 0.1714 -0.2020  0.276
H: -3.8849 0.1190 -1.6397  0.001
H: -2.8259 0.5537 -2.9196  0.004
H: -2.9207 1.7479 -0.4949  0.001
H: -1.6540 1.8178 -1.6153  0.004
H: -0.9949 -2.0955 3.7669  0.017
H: -2.6422 -1.4620 3.0980  0.015
H: 0.0179 -1.2090 1.6047  0.000
H: -2.7465 0.1172 1.5040  0.002
H: -0.5533 -0.1762 -0.7029  0.008
H: -0.2092 -2.7735 -0.2682  0.000
H: 0.9377 -2.5473 -1.1158  0.000
O: 0.7284 -2.7873 -0.2462  -0.001
H: 2.0226 0.3939 -3.3434  0.000
H: 2.2439 -1.1366 -3.3322  0.000
O: 2.2588 -0.2809 -2.7690  0.000
H: 2.2401 -3.4517 2.7707  0.000
H: 1.9802 -3.2310 1.2810  0.000
O: 2.6731 -3.3520 1.9247  0.000
H: 2.4428 2.6004 -0.1584  0.000
H: 3.1850 1.5526 -1.0407  0.000
O: 2.7486 2.4214 -1.1076  0.000
H: 2.7990 -1.4330 1.5559  0.000
H: 1.5881 -0.7223 0.8205  0.000
O: 2.0509 -0.8727 1.6152  0.001
H: -2.2207 -1.6963 -1.7076  -0.001
H: -2.2993 -2.9815 -0.7450  0.000
O: -1.7216 -2.3981 -1.3410  0.016
H: 2.1897 0.9808 3.8922  0.000
H: 1.4032 0.7763 2.7816  0.000
O: 1.7447 1.5527 3.3120  0.000
H: -0.7706 4.4142 0.9812  0.000
H: -0.3520 4.4201 -0.5187  0.000
O: -1.1463 4.1906 0.0528  0.001
H: 0.5953 2.5176 -2.2033  0.000
H: 1.4496 3.0206 -3.4382  0.000
O: 0.5771 2.6790 -3.1100  0.000

Cartesian forces (eV/Å) of the 3 atoms listed first:
1.5014 0.0136 -1.8254
-2.3962 1.4961 0.3577
-0.2496 1.0616 -0.7758

Results
Net charge = +1
2S+1 = 2
Relative energy (zero: lowest compared OMol25 entry of this formula, charge and spin) = 34.14 kcal per mole
LUMO level (spin up / spin down) = -0.18483 / -0.27640 Eh
E_HOMO (spin up / spin down) = -0.5016 / -0.5016 Ha


Formula: CH2O2S
Source: the OMol25 dataset
Level of theory: ωB97M-V with the def2-TZVPD basis set

Each line ends with the Löwdin charge.
Cartesian coordinates (Å):
C: 0.1540 0.0058 -0.1415  -0.450
O: -0.8188 -0.5954 2.3222  -0.620
O: -0.1203 0.3042 -1.4299  -0.101
S: -1.1746 -0.3535 0.9124  0.889
H: 1.1973 0.1642 0.2930  0.110
H: 0.7623 0.4746 -1.9563  0.172

Cartesian forces (eV/Å) of the 3 atoms listed first:
-0.8646 0.1347 2.4311
0.4428 0.0976 -0.0718
2.7409 0.2736 -1.1518

Results
Net charge = 0
Relative energy (zero: lowest compared OMol25 entry of this formula, charge and spin) = 59.06 kcal per mole
LUMO level (spin up / spin down) = 0.00216 / 0.00218 Eh
E_HOMO (spin up / spin down) = -0.3177 / -0.3177 Ha


Which of these has the lowest net charge?
CH2O2S